No. 1
C19H25NO | wB97M-V/def2-TZVPD

Each line ends with the natural charge from an NBO analysis.
Element x y z (Å)
C1 1.923 -0.436 1.964  -0.621
H1 1.493 -1.243 2.552  0.227
H2 2.086 0.420 2.614  0.207
H3 2.879 -0.776 1.575  0.208
C2 0.952 -0.074 0.843  -0.040
N1 1.369 1.111 0.085  -0.455
C3 2.795 1.245 -0.124  -0.409
H4 3.238 0.379 -0.643  0.161
H5 3.302 1.388 0.827  0.204
H6 2.973 2.131 -0.731  0.198
C4 0.654 1.225 -1.178  -0.205
H7 -0.294 0.689 -1.112  0.198
C5 0.346 2.694 -1.512  -0.424
C6 -0.524 2.774 -2.731  -0.035
C7 -1.904 2.650 -2.621  -0.162
C8 -2.709 2.682 -3.746  -0.224
C9 -2.143 2.835 -5.000  -0.223
C10 -0.770 2.955 -5.122  -0.205
C11 0.033 2.923 -3.995  -0.209
H8 1.105 3.019 -4.096  0.206
H9 -0.322 3.076 -6.098  0.211
H10 -2.771 2.862 -5.879  0.212
H11 -3.780 2.588 -3.644  0.211
H12 -2.350 2.533 -1.644  0.198
H13 1.276 3.238 -1.678  0.207
H14 -0.159 3.138 -0.653  0.217
H15 1.225 0.774 -2.007  0.176
C12 -0.443 0.200 1.443  -0.382
H16 -0.874 1.076 0.957  0.210
H17 -0.334 0.442 2.500  0.202
C13 -1.416 -0.977 1.293  -0.421
C14 -0.953 -2.191 2.045  -0.065
C15 -0.408 -3.285 1.389  -0.188
C16 0.048 -4.385 2.093  -0.293
C17 -0.037 -4.410 3.478  0.295
C18 -0.590 -3.322 4.147  -0.282
C19 -1.040 -2.232 3.433  -0.138
H18 -1.470 -1.393 3.962  0.202
H19 -0.657 -3.355 5.223  0.223
O1 0.399 -5.470 4.215  -0.666
H20 0.751 -6.150 3.628  0.478
H21 0.471 -5.230 1.565  0.206
H22 -0.338 -3.284 0.310  0.210
H23 -1.530 -1.221 0.234  0.204
H24 -2.393 -0.668 1.673  0.213
H25 0.890 -0.947 0.167  0.160

Computed properties:
* charge: 0
* Kohn-Sham gap: 0.333 hartree
* structure (SMILES): C[C@@H](CCc1ccc(O)cc1)N(C)CCc1ccccc1
* HOMO: -8.24 eV

No. 2
C17H24N2OPdSbTe | wB97M-V/def2-TZVPD

Each line ends with the natural charge from an NBO analysis.
Element x y z (Å)
Pd1 -0.682 -1.649 -1.215  -0.104
N1 -3.462 -4.193 2.815  -0.822
C1 -2.606 -3.410 3.538  0.663
O1 -2.641 -3.442 4.763  -0.637
C2 -1.647 -2.532 2.824  -0.223
C3 -0.774 -1.733 3.570  -0.125
C4 0.135 -0.901 2.920  -0.278
C5 0.143 -0.893 1.535  0.044
N2 -0.682 -1.649 0.779  -0.525
C6 -1.557 -2.450 1.441  0.082
H1 -4.097 -4.774 3.348  0.398
H2 -3.519 -4.245 1.810  0.404
H3 -0.801 -1.758 4.658  0.231
H4 0.819 -0.275 3.482  0.214
H5 0.833 -0.262 0.982  0.207
H6 -2.190 -3.029 0.780  0.223
C7 4.194 -1.364 -1.205  -1.039
Sb1 2.049 -1.649 -1.215  1.014
C8 2.093 -3.073 -2.843  -0.999
C9 2.092 -3.172 0.321  -1.009
H7 4.702 -2.350 -1.236  0.208
H8 4.490 -0.826 -0.281  0.214
H9 4.491 -0.769 -2.092  0.216
H10 2.887 -3.826 -2.661  0.205
H11 2.302 -2.539 -3.793  0.219
H12 1.110 -3.582 -2.913  0.241
H13 2.886 -3.912 0.092  0.210
H14 1.109 -3.685 0.358  0.235
H15 2.301 -2.699 1.303  0.217
C10 0.754 2.628 -1.346  -0.718
Te1 -0.682 1.057 -1.215  0.518
C11 -2.119 2.628 -1.084  -0.724
C12 -1.382 3.926 -1.151  0.067
C13 -2.077 5.142 -1.088  -0.235
C14 -1.379 6.352 -1.151  -0.227
C15 0.014 6.352 -1.278  -0.231
C16 0.712 5.142 -1.342  -0.196
C17 0.017 3.926 -1.278  -0.064
H16 1.293 2.563 -2.314  0.222
H17 1.459 2.563 -0.490  0.219
H18 -2.658 2.563 -0.115  0.224
H19 -2.824 2.563 -1.940  0.226
H20 -3.155 5.152 -0.990  0.205
H21 -1.917 7.290 -1.102  0.201
H22 0.552 7.290 -1.327  0.200
H23 1.790 5.152 -1.440  0.203
H24 -2.374 -1.649 -1.215  -0.575

Computed properties:
* charge: -1
* Kohn-Sham gap (alpha / beta): 0.156 / 0.156 hartree
* HOMO (alpha / beta): -1.61 / -1.61 eV

No. 3
C2H7N3 | wB97M-V/def2-TZVPD

Each line ends with the natural charge from an NBO analysis.
Element x y z (Å)
C1 -1.035 1.238 -1.481  -0.066
N1 -2.294 1.228 -1.379  -0.614
H1 -0.362 0.329 -1.341  0.201
H2 -0.635 2.052 -0.862  0.117
H3 -2.807 1.794 -0.724  0.359
N2 1.069 -0.091 1.105  -0.830
C2 0.517 -1.305 0.686  0.270
N3 1.306 -2.306 0.245  -0.723
H4 1.999 -0.189 1.489  0.384
H5 0.595 0.586 1.589  0.379
H6 -0.603 -1.325 0.707  0.185
H7 2.250 -2.012 -0.033  0.337

Computed properties:
* charge: 0
* Kohn-Sham gap: 0.363 hartree
* structure (SMILES): [H]/N=C\N.C=N
* HOMO: -9.26 eV

No. 4
C38H47N5O2SSeSiTa | wB97M-V/def2-TZVPD

Each line ends with the Löwdin charge.
Element x y z (Å)
Ta1 0.664 1.023 -0.162  1.637
C1 0.685 -0.600 2.491  -0.110
N1 0.359 0.807 2.135  -0.242
C2 -1.067 1.064 2.461  -0.118
C3 -1.935 0.260 1.546  -0.292
C4 -3.218 -0.113 1.886  0.017
C5 -3.969 -0.833 0.967  0.001
C6 -3.389 -1.189 -0.236  -0.008
C7 -2.086 -0.804 -0.491  -0.096
N2 -1.375 -0.073 0.371  -0.060
C8 1.234 1.663 2.982  -0.088
C9 1.641 2.909 2.282  -0.256
C10 2.094 3.990 3.020  0.008
C11 2.546 5.116 2.364  0.002
C12 2.460 5.140 0.981  -0.015
C13 1.967 4.039 0.320  -0.143
N3 1.606 2.892 0.939  -0.040
C14 2.095 -0.854 2.069  -0.290
C15 2.897 -1.760 2.737  0.010
C16 4.202 -1.953 2.306  0.007
C17 4.649 -1.222 1.220  -0.006
C18 3.784 -0.332 0.609  -0.111
N4 2.522 -0.131 1.017  0.010
H1 0.565 -0.744 3.568  0.160
H2 0.002 -1.276 1.977  0.101
H3 -1.256 0.807 3.507  0.153
H4 -1.252 2.131 2.332  0.088
H5 -3.625 0.154 2.853  0.137
H6 -4.985 -1.124 1.201  0.134
H7 -3.928 -1.770 -0.971  0.125
H8 -1.586 -1.077 -1.404  0.082
H9 0.742 1.875 3.932  0.154
H10 2.142 1.109 3.214  0.141
H11 2.096 3.933 4.101  0.140
H12 2.923 5.967 2.915  0.138
H13 2.750 6.012 0.410  0.134
H14 1.822 4.088 -0.744  0.092
H15 2.508 -2.291 3.596  0.137
H16 4.856 -2.647 2.817  0.136
H17 5.659 -1.320 0.847  0.131
H18 4.126 0.241 -0.238  0.098
N5 0.328 0.903 -4.477  0.261
C19 0.786 0.906 -3.240  -0.498
O1 -0.001 0.774 -2.266  -0.256
C20 2.241 1.033 -2.947  -0.145
C21 2.342 1.578 -1.530  -0.264
H19 -0.664 0.839 -4.654  0.148
H20 0.942 1.050 -5.263  0.148
H21 2.739 1.663 -3.688  0.140
H22 2.698 0.045 -3.039  0.110
H23 2.202 2.648 -1.631  0.031
H24 3.354 1.483 -1.142  0.051
C22 -1.015 5.189 1.911  -0.183
Si1 -2.139 4.425 0.657  0.284
C23 -3.592 3.573 1.421  -0.193
C24 -2.607 5.562 -0.712  -0.211
Se1 -1.000 2.748 -0.607  0.615
H25 -1.575 5.982 2.418  0.064
H26 -0.144 5.647 1.443  0.029
H27 -0.677 4.494 2.680  0.025
H28 -4.279 4.363 1.743  0.060
H29 -3.348 2.983 2.305  0.025
H30 -4.126 2.942 0.709  0.045
H31 -3.197 6.380 -0.288  0.058
H32 -3.217 5.065 -1.467  0.047
H33 -1.736 5.997 -1.204  0.044
O2 0.728 -1.080 -0.703  -0.648
S1 1.750 -2.128 -1.224  1.090
C25 1.288 -3.735 -0.457  -0.212
C26 -0.054 -3.837 0.211  -0.250
C27 -0.129 -3.687 1.593  -0.062
C28 -1.328 -3.876 2.265  -0.055
C29 -2.465 -4.240 1.557  -0.056
C30 -2.392 -4.417 0.182  -0.052
C31 -1.197 -4.212 -0.491  -0.016
C32 1.437 -2.525 -2.978  -0.250
C33 0.175 -3.218 -3.388  -0.286
C34 -1.010 -2.505 -3.553  -0.059
C35 -2.168 -3.156 -3.950  -0.053
C36 -2.145 -4.523 -4.204  -0.046
C37 -0.959 -5.232 -4.075  -0.042
C38 0.198 -4.581 -3.669  -0.047
H34 2.091 -3.917 0.257  0.098
H35 1.391 -4.451 -1.273  0.097
H36 0.777 -3.489 2.154  0.101
H37 -1.367 -3.790 3.344  0.117
H38 -3.394 -4.425 2.080  0.120
H39 -3.265 -4.744 -0.369  0.121
H40 -1.151 -4.385 -1.557  0.087
H41 2.315 -3.146 -3.184  0.117
H42 1.583 -1.592 -3.513  0.072
H43 -1.017 -1.435 -3.393  0.087
H44 -3.085 -2.598 -4.091  0.116
H45 -3.043 -5.029 -4.531  0.122
H46 -0.931 -6.290 -4.301  0.125
H47 1.127 -5.137 -3.595  0.127

Computed properties:
* charge: +3
* Kohn-Sham gap: 0.279 hartree
* HOMO: -16.15 eV

No. 5
C37H34CoN8O3 | wB97M-V/def2-TZVPD

Each line ends with the Mulliken spin population.
Element x y z (Å)
Co1 -1.695 -0.517 0.324  1.049
C1 0.241 1.675 -4.368  -0.001
C2 0.491 0.315 -4.265  0.000
C3 -0.197 -0.456 -3.346  -0.001
C4 -1.142 0.125 -2.498  -0.008
C5 -1.398 1.490 -2.620  0.003
C6 -0.711 2.258 -3.547  0.002
N1 -1.815 -0.650 -1.530  -0.025
C7 -2.485 -1.753 -1.924  0.010
C8 -2.833 -2.105 -3.245  0.016
C9 -3.509 -3.280 -3.474  -0.013
C10 -3.870 -4.146 -2.425  0.012
C11 -3.597 -3.810 -1.124  -0.017
C12 -2.923 -2.609 -0.865  0.045
N2 -2.566 -2.127 0.342  -0.012
N3 -2.880 -2.691 1.460  -0.053
C13 -2.393 -1.966 2.498  0.018
C14 -2.519 -2.393 3.828  -0.011
C15 -1.951 -1.643 4.828  0.002
C16 -1.269 -0.466 4.510  -0.011
C17 -1.195 -0.092 3.188  0.005
N4 -1.741 -0.804 2.202  -0.045
H1 0.787 2.275 -5.085  0.000
H2 1.250 -0.145 -4.884  0.000
H3 0.024 -1.511 -3.242  -0.001
H4 -2.157 1.937 -1.993  -0.002
H5 -0.926 3.317 -3.631  0.000
H6 -2.572 -1.450 -4.063  0.000
H7 -3.773 -3.541 -4.491  0.000
H8 -4.371 -5.080 -2.643  0.001
H9 -3.879 -4.450 -0.299  -0.001
H10 -3.049 -3.313 4.025  0.000
H11 -2.018 -1.963 5.860  0.000
H12 -0.796 0.132 5.275  -0.001
H13 -0.670 0.803 2.876  -0.001
C18 -6.049 2.449 0.444  -0.001
N5 -4.603 2.588 0.526  -0.001
C19 -3.986 3.784 0.652  -0.002
C20 -2.638 3.900 0.685  0.000
C21 -1.880 2.694 0.590  0.001
N6 -2.498 1.525 0.527  0.001
C22 -3.850 1.403 0.476  0.003
O1 -4.415 0.325 0.394  0.010
N7 -0.543 2.662 0.572  0.001
H14 -6.511 3.432 0.395  0.000
H15 -6.422 1.905 1.311  0.000
H16 -6.306 1.875 -0.444  0.000
H17 -4.631 4.649 0.727  0.000
H18 -2.165 4.866 0.770  0.000
H19 -0.014 3.505 0.447  0.000
H20 -0.100 1.761 0.367  0.000
C23 6.064 3.492 -0.155  0.000
C24 5.153 2.486 0.501  -0.001
C25 4.386 2.871 1.595  -0.001
C26 3.572 1.953 2.241  0.002
C27 3.525 0.642 1.811  0.001
C28 4.259 0.249 0.693  0.000
N8 4.256 -1.084 0.265  0.001
C29 3.272 -2.038 0.501  -0.007
C30 3.691 -3.330 0.838  -0.002
C31 2.785 -4.327 1.143  0.000
C32 1.425 -4.052 1.128  0.001
C33 1.003 -2.788 0.753  -0.011
C34 1.891 -1.776 0.407  0.002
C35 1.346 -0.481 -0.170  -0.014
O2 1.954 0.067 -1.075  0.005
O3 0.272 -0.012 0.381  0.034
C36 5.072 1.176 0.026  -0.001
C37 5.823 0.741 -1.206  0.000
H21 6.124 4.398 0.445  0.000
H22 5.701 3.768 -1.148  0.000
H23 7.073 3.090 -0.268  0.000
H24 4.429 3.896 1.946  0.000
H25 2.990 2.257 3.103  0.000
H26 2.924 -0.088 2.338  -0.001
H27 5.150 -1.448 -0.011  0.000
H28 4.755 -3.533 0.891  0.000
H29 3.141 -5.311 1.421  0.000
H30 0.701 -4.810 1.397  0.000
H31 -0.055 -2.581 0.689  0.021
H32 5.235 0.007 -1.757  0.000
H33 6.791 0.297 -0.952  0.000
H34 6.010 1.585 -1.867  0.000

Computed properties:
* charge: 0
* multiplicity: 2
* <S²>: 0.779
* Kohn-Sham gap (alpha / beta): 0.214 / 0.214 hartree
* HOMO (alpha / beta): -6.89 / -6.83 eV

- Which of these has the lowest charge?
  C17H24N2OPdSbTe